Entry 1:
The following is a quantum chemistry calculation of 2 unconnected molecules or ions with the total composition CH7NO, from OMol25.

Values from the calculation:
HOMO-LUMO gap: 10.50 eV
HOMO: -9.62 eV
ΔE to the lowest compared entry with this formula, charge and spin: 22.84 kJ/mol

Structure (XYZ):
```
10
Properties=species:S:1:pos:R:3:mulliken_charge:R:1
H 0.4710 0.8613 0.5744 0.49
O 0.3933 1.9011 0.8038 -0.77
N 0.4963 -0.4732 0.0446 -0.59
H 0.9671 2.1617 1.4957 0.27
H 0.5020 -1.0786 0.8663 0.26
H 1.2743 -0.7364 -0.5503 0.24
C -0.7852 -0.6588 -0.6632 -0.81
H -1.5787 -0.1858 -0.0930 0.28
H -0.7530 -0.0891 -1.5911 0.30
H -0.9871 -1.7023 -0.8871 0.32
```


Entry 2:
The following is a quantum chemistry calculation of 9 unconnected molecules or ions with the total composition H18O9, from OMol25.

Values from the calculation:
HOMO-LUMO gap: 10.43 eV
HOMO: -10.37 eV
ΔE to the lowest compared entry with this formula, charge and spin: 431.91 kJ/mol

Structure (XYZ):
```
27
Properties=species:S:1:pos:R:3:mulliken_charge:R:1
H -1.3874 -0.3473 0.6469 0.18
H -0.0165 -1.0500 0.3627 0.30
H -4.2339 -0.1310 0.4857 0.31
H -3.3549 -0.0601 1.7009 0.33
H -0.9609 4.9921 -0.1483 0.33
H -1.9613 3.7591 0.0547 0.32
H 4.2571 1.2564 1.3941 0.28
H 3.1784 0.0781 1.4668 0.26
H 1.3299 1.9121 -0.8211 0.24
H 0.7904 0.5349 -1.2010 0.27
H 1.1443 -2.8309 2.0737 0.32
H 1.5523 -1.4330 2.3936 0.30
H -2.7002 -4.0353 -1.1707 0.31
H -2.7766 -2.4393 -0.9303 0.31
H 3.0750 -0.9952 -1.3286 0.27
H 4.5330 -1.1105 -1.3139 0.29
H -1.6286 0.9923 -1.1144 0.34
H -1.2455 0.3566 -2.5346 0.25
O -0.5270 -0.2044 0.4138 -0.48
O -3.9040 0.5369 1.0675 -0.64
O -1.0930 4.1029 0.3442 -0.64
O 3.5905 0.6982 0.8826 -0.54
O 1.5014 0.9675 -0.7557 -0.51
O 0.9501 -2.0844 2.6665 -0.63
O -2.1780 -3.2143 -1.1774 -0.62
O 3.8801 -0.5111 -1.6649 -0.58
O -1.8146 0.2596 -1.7927 -0.56
```


Entry 3:
The following is a quantum chemistry calculation of 2 unconnected molecules or ions with the total composition C33H24BBr2F3O2S, from OMol25.

Values from the calculation:
HOMO-LUMO gap: 7.57 eV
HOMO: -7.85 eV
ΔE to the lowest compared entry with this formula, charge and spin: 49.24 kJ/mol

Structure (XYZ):
```
66
Properties=species:S:1:pos:R:3:mulliken_charge:R:1
Br -5.4484 2.3033 -3.6894 -0.17
C -3.9792 1.6276 -2.7377 -0.07
C -3.9505 0.2779 -2.3555 -0.71
C -2.8353 -0.2392 -1.6872 -0.46
C -1.7124 0.5699 -1.4287 1.09
C -0.3398 -0.0939 -1.2675 0.45
C 0.8242 0.7777 -1.6981 -0.59
C 1.8556 0.2291 -2.4066 -0.30
C 3.1580 0.8146 -2.6806 0.45
C 4.2221 0.0166 -3.1873 -0.30
C 5.4793 0.5592 -3.4403 -0.62
C 5.6937 1.9246 -3.2030 0.04
Br 7.3562 2.6912 -3.6503 -0.20
C 4.6567 2.7427 -2.7319 -0.54
C 3.3952 2.1954 -2.4705 -0.50
C -1.8298 1.9453 -1.6831 -0.63
C -2.9325 2.4616 -2.3543 -0.72
H -4.7757 -0.3728 -2.6492 0.47
H -2.8156 -1.2972 -1.3893 0.41
H -0.3921 -0.8617 -2.1057 -0.01
H 0.7767 1.8330 -1.4520 0.26
H 1.7114 -0.7866 -2.8058 0.39
H 4.0371 -1.0506 -3.3372 0.36
H 6.2822 -0.0706 -3.7994 0.41
H 4.8257 3.7978 -2.5597 0.42
H 2.5761 2.8056 -2.0795 0.30
H -1.0279 2.6296 -1.4259 0.31
H -2.9455 3.5016 -2.6563 0.49
C -0.5377 -3.1889 5.7993 -1.25
C -0.7161 -1.9821 4.9577 0.69
C 0.0375 -0.8004 4.9441 -0.74
C -0.4519 0.1677 4.0270 -0.73
C -1.5575 -0.2697 3.3151 0.32
B 0.4473 -1.2277 -0.5257 1.02
C -2.0955 0.3221 2.1521 1.59
C -3.1618 -0.3292 1.5221 -0.79
C -4.1981 0.4185 1.0145 -1.08
C -4.0261 1.8120 0.9958 0.50
C -5.2021 2.7284 0.7855 0.79
F -5.7004 3.2542 1.9508 -0.29
F -4.8498 3.8125 0.0061 -0.26
F -6.2371 2.0855 0.1569 -0.27
C -2.7996 2.4330 1.2382 -1.15
C -1.7938 1.6563 1.7743 -0.54
O 1.4450 -0.7683 0.3991 -0.44
C 2.2515 -1.8448 0.5435 0.33
C 1.5807 -3.0083 0.0157 0.72
C 2.3129 -4.1206 -0.3505 -0.82
C 3.6667 -3.8594 -0.6457 -0.38
C 4.3110 -2.7069 -0.1987 -0.42
C 3.6292 -1.7729 0.5906 -0.93
O 0.3976 -2.6178 -0.5793 -0.72
S -1.9003 -1.9605 3.7033 -0.24
H -0.0440 -2.9465 6.7468 0.36
H -1.5075 -3.6540 6.0120 0.36
H 0.0622 -3.9328 5.2763 0.28
H 0.9594 -0.6868 5.5070 0.38
H -0.0368 1.1354 3.8037 0.42
H -3.1940 -1.4105 1.4982 0.43
H -5.0905 -0.0929 0.6569 0.44
H -2.6214 3.4865 1.0395 0.49
H -0.8147 2.0871 1.9444 0.32
H 1.8671 -5.1127 -0.4951 0.39
H 4.2031 -4.5592 -1.2963 0.36
H 5.3546 -2.5131 -0.4596 0.43
H 4.1453 -0.9651 1.1067 0.44
```


Entry 4:
The following is a quantum chemistry calculation of a molecular structure, C10H8AuN3O4, from OMol25.

Values from the calculation:
HOMO-LUMO gap (spin up / spin down): 5.14 / 5.14 eV
HOMO (spin up / spin down): -17.02 / -17.02 eV
Net charge: +2

Structure (XYZ):
```
26
Properties=species:S:1:pos:R:3:mulliken_charge:R:1
Au -0.0536 -0.3066 -0.0144 1.29
O 3.4851 2.1092 0.0230 -0.36
C 2.3409 1.5294 -0.0212 0.35
O 2.1853 0.3085 -0.0767 -0.72
C 1.1605 2.4473 -0.0065 0.60
C 1.2107 3.8363 -0.0063 -0.43
C 0.0160 4.5506 -0.0086 -0.35
C -1.2030 3.8740 0.0075 -0.49
C -1.1387 2.4933 0.0125 0.68
N -0.0224 1.8142 0.0034 -0.34
C -2.5078 1.5604 0.0215 0.36
O -3.4919 2.2206 0.0396 -0.41
O -2.2121 0.3640 0.0111 -0.60
H 4.2605 1.5107 0.0278 0.42
H 2.1684 4.3437 -0.0092 0.51
H 0.0163 5.6363 -0.0248 0.47
H -2.1539 4.3871 0.0106 0.52
N 1.0207 -3.1273 -0.1799 -0.09
C 0.7024 -4.4167 -0.1249 0.06
C -0.6689 -4.4940 0.1051 -0.78
C -1.1079 -3.1689 0.1784 -0.11
N -0.0716 -2.3566 0.0090 -0.24
H 1.9362 -2.7221 -0.3338 0.24
H 1.4259 -5.2013 -0.2447 0.47
H -1.2669 -5.3766 0.2087 0.40
H -2.0986 -2.7881 0.3457 0.53
```


| no. | energy (Eh) |
| --- | --- |
| 1 | -172.26946 |
| 2 | -687.86129 |
| 3 | -7293.04304 |
| 4 | -986.08112 |